(1)
This record from OMol25 describes a structure of composition C32H30CaCl4N10O2S4. The level of theory is ωB97M-V/def2-TZVPD.

ORCA input file:
```
! wB97M-V def2-TZVPD RIJCOSX def2/J DEFGRID3
* xyz 0 1
Ca -0.92289 -0.16822 -0.54357
N 1.82587 0.30487 -4.32874
C 0.84265 -0.02699 -3.47496
N 0.99278 -0.26621 -2.21907
C 2.26940 -0.16228 -1.66423
N 2.51321 -0.39064 -0.41969
N 1.37307 -0.69964 0.29076
C 1.56531 -1.06378 1.49231
C 0.40897 -1.50457 2.28698
C 0.57411 -1.92074 3.59739
C -0.52823 -2.39764 4.29011
C -1.74624 -2.44880 3.64159
C -1.82429 -1.99617 2.33068
N -0.77770 -1.52933 1.65965
C 3.38816 0.21846 -2.53293
C 4.69008 0.37248 -2.05216
C 5.70818 0.73878 -2.90667
C 5.44113 0.95830 -4.25886
C 4.16141 0.81689 -4.75229
C 3.13812 0.44941 -3.88261
H 1.60101 0.48327 -5.29268
H -0.15103 -0.08478 -3.90579
H 2.56588 -1.09366 1.92049
H 1.55081 -1.86560 4.05987
H -0.43579 -2.71688 5.31942
H -2.63533 -2.81282 4.13770
H -2.76668 -1.99068 1.79645
H 4.86674 0.19916 -0.99958
H 6.71540 0.85739 -2.53096
H 6.24147 1.24501 -4.92810
H 3.94671 0.98995 -5.79987
Cl -2.10934 -1.98721 -2.78064
C -3.14463 -2.92132 -1.70785
C -3.23727 -4.27640 -1.96153
C -4.01590 -5.06962 -1.13555
C -4.67994 -4.48451 -0.07019
C -4.57251 -3.12272 0.15277
Cl -5.43488 -2.47151 1.51658
C -3.80946 -2.25957 -0.65953
S -3.70231 -0.54715 -0.39041
H -2.71168 -4.70263 -2.80568
H -4.10163 -6.13162 -1.31867
H -5.28961 -5.07754 0.59737
Cl 0.61596 -3.51530 -0.94753
C 0.72630 -4.18182 -2.57524
Cl 1.94780 -3.35063 -3.55933
H -0.23343 -4.05051 -3.05929
H 1.01033 -5.22422 -2.50437
N 4.86220 1.91543 3.60994
C 3.69493 2.05543 2.86986
C 3.74595 2.49113 1.54388
C 2.58252 2.67544 0.82013
C 1.35586 2.42348 1.41560
C 1.28498 1.99517 2.73571
C 2.44938 1.81395 3.45696
S -0.15807 2.67493 0.56273
O -0.67147 3.99408 0.85094
O -1.06120 1.59358 1.01989
N 0.24080 2.40855 -0.93998
C -0.78386 2.57511 -1.83706
S -1.21589 4.09376 -2.55154
C -2.47137 3.31720 -3.43379
C -2.48037 1.99335 -3.15426
N -1.52676 1.57762 -2.25769
H 5.70542 1.76340 3.08253
H 4.79799 1.33565 4.42981
H 4.70636 2.68748 1.08108
H 2.62090 2.99943 -0.21142
H 0.32610 1.78752 3.20118
H 2.39234 1.48913 4.49000
H -3.13419 3.85829 -4.08797
H -3.18176 1.27022 -3.54438
C -3.62407 3.27204 1.87850
N -2.84092 2.87784 3.03100
C -2.81824 1.64224 3.53740
N -3.67812 0.75454 2.99338
S -1.81177 1.22308 4.82783
H -3.38336 4.30259 1.63698
H -4.69212 3.18887 2.09042
H -3.37512 2.66563 1.00375
H -2.12870 3.49839 3.37342
H -4.00052 0.85697 2.04094
H -3.57792 -0.19179 3.31268
*
```

Results
- Relative energy (zero: lowest compared OMol25 entry of this formula, charge and spin): 32.5 kJ/mol
- E_tot: -6046.8271 Ha

Löwdin population analysis, charges in e, atoms 1 to 4: atom 1 (Ca): 1.081, atom 2 (N): 0.133, atom 3 (C): -0.196, atom 4 (N): 0.041


(2)
This record from OMol25 describes a cluster of 2 separate species, C4H12O4 in total at a distorted geometry. The level of theory is ωB97M-V/def2-TZVPD.

ORCA input file:
```
! wB97M-V def2-TZVPD RIJCOSX def2/J DEFGRID3
* xyz 0 1
O -2.99740 2.04916 -3.58524
C -2.92271 3.28762 -4.17938
C -1.51096 3.49581 -4.67918
O -1.11465 2.49797 -5.63402
H -2.15230 1.56607 -3.69855
H -3.63881 3.41916 -5.01325
H -3.10777 4.09602 -3.44612
H -1.48311 4.47922 -5.18670
H -0.77210 3.52125 -3.85524
H -1.11567 1.59916 -5.24345
O 3.01934 -2.05971 -2.12200
C 2.75740 -2.58723 -0.78155
C 3.97601 -3.35600 -0.17877
O 4.83953 -2.58334 0.58507
H 3.72065 -2.61159 -2.52696
H 2.48097 -1.71230 -0.16225
H 1.87828 -3.25843 -0.82731
H 3.47636 -4.02810 0.54516
H 4.49446 -3.98963 -0.92387
H 4.27294 -1.88837 0.98054
*
```

Results
- Relative energy (zero: lowest compared OMol25 entry of this formula, charge and spin): 237.2 kJ/mol
- SMILES string: OCCO.OCCO
- E_tot: -460.4923 Ha

Löwdin population analysis, charges in e, atoms 1 to 4: atom 1 (O): -0.055, atom 2 (C): -0.292, atom 3 (C): -0.250, atom 4 (O): -0.077


| no. | highest occupied orbital energy (eV) | LUMO energy (eV) |
| --- | --- | --- |
| 1 | -7.37 | -0.630 |
| 2 | -10.31 | 0.522 |